{"formula": "C6H11N7O6S", "method": "the ωB97M-V functional and the def2-TZVPD basis", "elements": ["C", "S", "O", "O", "N", "O", "C", "N", "C", "N", "C", "N", "N", "C", "C", "N", "H", "H", "H", "H", "H", "H", "H", "H", "H", "H", "H", "N", "O", "O", "O"], "xyz": [[3.830777, -0.879537, 0.568887], [3.002769, -0.818080, -0.991141], [3.590499, 0.139257, -1.858925], [2.802742, -2.145647, -1.463675], [1.379677, -0.283524, -0.627821], [0.367134, -0.911024, -1.346564], [0.275884, -0.396377, -2.566291], [0.045678, 0.132481, -3.560044], [1.066888, 0.711985, 0.240431], [1.988733, 1.399059, 0.927016], [1.301263, 2.243114, 1.669522], [-0.000007, 2.101078, 1.452764], [-0.167404, 1.125953, 0.535105], [-1.505469, 0.723896, 0.101689], [-1.974019, -0.580287, 0.793169], [-1.003751, -1.057212, 1.802973], [4.445976, 0.014156, 0.638503], [4.447809, -1.772974, 0.568638], [3.127165, -0.862379, 1.395398], [1.745936, 2.939695, 2.360029], [-0.765835, 2.601898, 1.878011], [-1.473516, 0.535249, -0.969523], [-2.205903, 1.547346, 0.216062], [-2.200512, -1.312499, 0.025479], [-2.899757, -0.353353, 1.314582], [-1.514528, -1.468600, 2.571327], [-0.410327, -1.776315, 1.407523], [-4.339287, -0.400951, -1.780841], [-4.771896, -0.424340, -0.604804], [-3.101118, -0.575844, -1.963725], [-5.085598, -0.196213, -2.733767]], "atomic_forces_ev_per_a": [[0.05, 0.70, 0.28], [0.52, -0.89, -0.83], [-0.01, 0.47, 0.38], [-0.36, 0.00, 0.20], [0.60, 0.01, 0.41], [0.14, -0.09, -0.13], [-0.56, 0.29, 0.24], [0.30, -0.19, -0.05], [-0.84, 0.27, -0.07], [0.40, -0.12, -0.03], [0.06, -0.35, -0.20], [0.44, 0.42, 0.53], [-0.22, 0.40, -0.34], [-0.23, -0.97, -0.76], [0.09, 0.04, 0.81], [0.01, 0.31, -0.26], [0.00, -0.02, -0.04], [-0.14, -0.13, -0.14], [-0.07, -0.27, -0.04], [-0.18, 0.11, 0.02], [-0.21, -0.21, -0.18], [-0.10, 0.18, 0.00], [0.20, 0.17, 0.28], [-0.09, 0.11, -0.09], [-0.14, -0.12, -0.19], [0.13, -0.10, 0.01], [-0.10, -0.13, 0.10], [-0.02, 0.14, 0.22], [0.01, 0.07, 0.04], [0.32, 0.00, -0.20], [0.02, -0.08, 0.03]], "energy_ev": -39941.29644, "lumo_energy_ev": -0.90, "de_lowest_kcal_mol": 0.00, "max_force_ev_per_a": 1.3}

---

{"formula": "C26H13Cl6FIrN2O2S2", "method": "the ωB97M-V functional and the def2-TZVPD basis", "elements": ["Ir", "S", "C", "N", "C", "C", "C", "C", "C", "C", "S", "H", "H", "H", "H", "Cl", "C", "C", "Cl", "C", "Cl", "C", "O", "C", "O", "C", "Cl", "Cl", "C", "C", "C", "C", "C", "Cl", "C", "N", "H", "H", "H", "F", "C", "C", "C", "C", "C", "C", "C", "H", "H", "H", "H", "H", "H"], "xyz": [[0.105285, -0.741540, -0.252926], [1.180425, 0.415692, 1.462287], [0.066942, 1.385361, 2.338589], [-1.203228, 1.548960, 2.140627], [-1.749308, 2.426878, 3.049063], [-3.093657, 2.800075, 3.086076], [-3.521710, 3.702561, 4.044012], [-2.629707, 4.242118, 4.973500], [-1.290805, 3.879610, 4.953986], [-0.860179, 2.975233, 3.992940], [0.721183, 2.327233, 3.703442], [-3.775547, 2.361066, 2.369646], [-4.565758, 3.990928, 4.077791], [-2.984230, 4.946409, 5.716641], [-0.596767, 4.294364, 5.675002], [0.988002, -3.955443, -6.232614], [1.260328, -3.030387, -4.786863], [2.486642, -2.434811, -4.562443], [3.772580, -2.596197, -5.719397], [2.686841, -1.692220, -3.389322], [4.213359, -0.926425, -3.073166], [1.684116, -1.543888, -2.437297], [1.859507, -0.875408, -1.320614], [0.406366, -2.150800, -2.672761], [-0.537112, -1.996154, -1.785078], [0.230782, -2.883713, -3.846981], [-1.320058, -3.615193, -4.108578], [-4.070556, -0.331920, 2.107886], [-3.012464, -1.659344, 2.518525], [-3.357952, -2.493284, 3.553115], [-2.546958, -3.569338, 3.917230], [-1.362372, -3.766445, 3.211301], [-1.012453, -2.921944, 2.186868], [0.489186, -3.184458, 1.324546], [-1.814638, -1.812809, 1.738859], [-1.505252, -1.069542, 0.721730], [-4.283066, -2.297265, 4.081812], [-2.828766, -4.229369, 4.726136], [-0.694699, -4.581513, 3.464595], [2.680074, 5.467026, -1.103146], [1.924225, 4.332456, -1.208612], [0.682616, 4.300854, -0.612396], [-0.075319, 3.142784, -0.728956], [0.396690, 2.025842, -1.416619], [-0.422808, 0.779850, -1.520179], [1.654388, 2.112639, -2.016026], [2.426964, 3.260643, -1.915562], [0.322287, 5.160766, -0.062158], [-1.046322, 3.092239, -0.255184], [-0.333319, 0.349863, -2.520756], [-1.473682, 0.985350, -1.311919], [2.049378, 1.253300, -2.542642], [3.409326, 3.320712, -2.365911]], "atomic_forces_ev_per_a": [[0.52, -0.48, 0.50], [-0.05, 0.08, -0.05], [-0.12, -0.09, -0.15], [0.08, 0.13, -0.03], [-0.02, 0.04, 0.01], [-0.03, 0.06, -0.02], [0.02, 0.00, 0.00], [0.00, 0.00, 0.01], [-0.01, 0.00, 0.01], [-0.01, -0.03, 0.01], [0.08, 0.03, 0.05], [0.05, 0.07, 0.03], [0.00, 0.00, 0.00], [0.00, 0.00, 0.00], [0.00, 0.00, 0.00], [0.00, 0.00, -0.01], [0.02, 0.00, -0.01], [-0.01, 0.00, 0.00], [0.00, 0.00, 0.00], [-0.01, -0.01, -0.02], [0.01, 0.00, 0.00], [0.05, 0.07, 0.10], [0.08, -0.05, -0.31], [-0.06, -0.03, -0.05], [0.09, 0.01, 0.00], [0.01, 0.01, 0.03], [-0.01, -0.01, 0.00], [-0.05, -0.20, -0.01], [0.10, 0.09, -0.10], [-0.02, -0.04, 0.06], [0.01, 0.06, -0.07], [0.03, -0.08, 0.02], [-0.05, 0.13, -0.04], [-0.04, 0.05, -0.03], [0.26, -0.19, 0.39], [-0.73, 0.37, -0.69], [0.00, 0.00, 0.00], [0.00, 0.00, 0.01], [-0.01, 0.00, 0.01], [0.00, 0.01, 0.00], [-0.01, 0.01, -0.01], [0.01, 0.01, 0.01], [0.04, -0.04, 0.03], [-0.03, 0.02, -0.03], [-0.09, -0.02, 0.32], [0.05, 0.00, 0.00], [-0.02, -0.01, 0.01], [0.01, 0.00, 0.00], [-0.05, -0.03, 0.07], [-0.04, 0.02, -0.03], [-0.01, 0.02, -0.03], [-0.01, 0.01, 0.02], [0.00, 0.00, 0.00]], "charge": -2, "s_squared": 0.762, "energy_ev": -136612.98311, "lumo_energy_ev": [4.22, 4.21], "de_lowest_kcal_mol": 0.00, "max_force_ev_per_a": 1.1, "spin_multiplicity": 2}

---

{"formula": "C29H80N2O13", "method": "the ωB97M-V functional and the def2-TZVPD basis", "elements": ["C", "O", "C", "C", "N", "C", "O", "C", "C", "C", "N", "H", "H", "H", "H", "H", "H", "H", "H", "H", "H", "H", "H", "H", "H", "C", "C", "O", "H", "H", "H", "H", "H", "H", "C", "C", "O", "H", "H", "H", "H", "H", "H", "C", "C", "O", "H", "H", "H", "H", "H", "H", "C", "C", "O", "H", "H", "H", "H", "H", "H", "C", "C", "O", "H", "H", "H", "H", "H", "H", "C", "C", "O", "H", "H", "H", "H", "H", "H", "C", "C", "O", "H", "H", "H", "H", "H", "H", "C", "C", "O", "H", "H", "H", "H", "H", "H", "C", "C", "O", "H", "H", "H", "H", "H", "H", "C", "C", "O", "H", "H", "H", "H", "H", "H", "C", "C", "O", "H", "H", "H", "H", "H", "H"], "xyz": [[1.839114, -2.522987, -0.647894], [0.468573, -2.691963, -0.974937], [0.156125, -2.642655, -2.344446], [-0.488081, -1.319441, -2.743867], [-1.787761, -1.283947, -2.041923], [-1.672722, -0.407806, -0.933172], [-2.088402, -0.606934, 0.140695], [-0.854661, 0.756508, -1.457317], [0.214630, -0.043621, -2.231660], [1.104629, 0.723726, -3.177463], [2.446174, 0.148743, -3.308116], [2.505061, -2.576980, -1.502990], [2.165233, -3.265085, 0.061194], [1.977531, -1.550611, -0.184620], [0.998765, -2.886254, -2.993813], [-0.598401, -3.392701, -2.527793], [-0.722332, -1.296646, -3.800036], [-2.605388, -1.159987, -2.620297], [-1.407507, 1.467070, -2.043573], [-0.312135, 1.227630, -0.643107], [0.882165, -0.352074, -1.430922], [0.690303, 0.829578, -4.172736], [1.244617, 1.727468, -2.799880], [2.752503, -0.199108, -2.408376], [2.426532, -0.625155, -3.961415], [5.552295, 2.892489, -0.649227], [4.238858, 2.643938, -1.367855], [3.355155, 1.874645, -0.551982], [6.029389, 1.951807, -0.387291], [6.235849, 3.471605, -1.274156], [5.383850, 3.439785, 0.281867], [4.399024, 2.079944, -2.286051], [3.752735, 3.590682, -1.625678], [3.202266, 2.380249, 0.255437], [-5.586337, 1.879442, 1.185247], [-4.850825, 1.798880, -0.140716], [-3.472112, 2.127014, 0.001891], [-5.500443, 2.880856, 1.608166], [-6.644661, 1.638525, 1.064606], [-5.151788, 1.182401, 1.907775], [-5.272358, 2.504930, -0.854679], [-4.936644, 0.790122, -0.564010], [-3.086300, 1.492862, 0.618858], [-2.681348, -1.953113, -6.881352], [-3.316345, -2.400952, -5.578268], [-3.621457, -1.286991, -4.738312], [-1.768289, -1.389154, -6.686039], [-2.436858, -2.808592, -7.512194], [-3.356940, -1.296737, -7.434761], [-2.633295, -3.039393, -5.019466], [-4.233173, -2.965968, -5.771683], [-4.236022, -0.717376, -5.214121], [6.497002, 0.600907, -5.824958], [5.167628, 0.342759, -6.510996], [4.292556, -0.411788, -5.680782], [6.976442, -0.342092, -5.560071], [7.169712, 1.167870, -6.471004], [6.349684, 1.162731, -4.899523], [5.315359, -0.233045, -7.423867], [4.684438, 1.289326, -6.777251], [4.142835, 0.095562, -4.871448], [0.274765, 3.899585, 1.840755], [1.537929, 4.718181, 2.052244], [1.979810, 5.302125, 0.823942], [0.450069, 3.112459, 1.104774], [-0.055761, 3.439837, 2.774201], [-0.536659, 4.523340, 1.457757], [2.345252, 4.089754, 2.415788], [1.366220, 5.511415, 2.787770], [1.274413, 5.871857, 0.498253], [-4.181721, -1.784488, 2.314126], [-4.722041, -1.914490, 3.725630], [-5.538932, -3.075928, 3.863486], [-5.001802, -1.739723, 1.595744], [-3.571702, -0.888549, 2.203317], [-3.569616, -2.649353, 2.050499], [-5.346856, -1.055631, 3.970956], [-3.902564, -1.962529, 4.450870], [-4.997669, -3.846023, 3.657352], [-0.192795, -6.965345, 1.042640], [1.084709, -6.204693, 1.346967], [1.615964, -5.590098, 0.177064], [-0.008279, -7.729552, 0.287018], [-0.587217, -7.446205, 1.939518], [-0.956073, -6.291841, 0.645765], [1.850762, -6.880219, 1.724785], [0.900596, -5.435906, 2.105714], [0.947061, -4.979479, -0.160222], [10.195578, 1.561189, 0.940267], [8.968992, 2.402035, 1.241595], [7.777194, 1.618607, 1.205414], [10.102322, 1.091910, -0.039452], [11.101176, 2.169337, 0.953697], [10.305385, 0.760676, 1.675788], [8.851066, 3.186953, 0.496222], [9.059826, 2.874594, 2.225333], [7.861553, 0.924875, 1.869396], [-5.309454, 1.362393, 6.845716], [-5.689766, 2.091510, 5.569770], [-5.210184, 3.433575, 5.583701], [-5.714397, 1.882517, 7.714186], [-5.687148, 0.338379, 6.841536], [-4.223327, 1.330556, 6.962655], [-6.772209, 2.138328, 5.465101], [-5.281054, 1.572123, 4.695533], [-4.250592, 3.401832, 5.664016], [-8.189684, -2.507338, 1.630980], [-8.526494, -1.771565, 0.347336], [-7.999367, -0.444663, 0.355784], [-8.584432, -1.969617, 2.493567], [-8.603800, -3.517016, 1.627553], [-7.109516, -2.576974, 1.764001], [-9.604785, -1.681951, 0.224655], [-8.127409, -2.308947, -0.519871], [-7.042375, -0.511502, 0.451492], [4.144905, 1.010245, 4.595006], [3.597256, 1.758324, 3.394197], [3.945602, 3.140650, 3.430972], [3.765256, 1.446238, 5.519570], [3.864660, -0.043622, 4.562318], [5.235003, 1.078592, 4.626807], [2.508799, 1.704922, 3.375475], [3.981650, 1.327315, 2.463031], [4.907521, 3.206130, 3.432358]], "atomic_forces_ev_per_a": [[0.06, 0.60, 0.19], [0.43, -0.44, 0.03], [-0.08, 0.18, -0.68], [-1.19, 0.48, 0.62], [-0.02, -0.91, 0.33], [0.59, 1.09, -3.59], [-1.36, -0.24, 2.78], [1.64, -0.80, 0.86], [0.14, -0.01, 0.31], [0.47, 0.17, -0.07], [0.03, -0.14, -0.47], [-0.04, -0.09, -0.36], [-0.07, -0.40, 0.24], [0.12, 0.27, 0.11], [0.38, 0.07, 0.15], [-0.25, -0.38, -0.03], [0.36, -0.02, -0.51], [-0.17, -0.09, -0.03], [-0.49, 0.17, -0.21], [-0.32, 0.59, 0.12], [0.15, -0.15, 0.05], [-0.25, -0.05, -0.27], [-0.11, 0.37, 0.23], [0.13, 0.03, 0.05], [0.03, -0.18, 0.10], [-0.10, -0.04, -0.11], [0.06, 0.26, 0.27], [-0.12, -0.19, -0.04], [0.04, -0.02, -0.04], [0.00, 0.03, 0.03], [0.00, 0.08, -0.05], [-0.12, -0.09, 0.03], [0.05, 0.00, -0.08], [-0.04, 0.01, -0.08], [-0.02, 0.04, -0.01], [0.18, -0.16, 0.28], [-0.10, 0.14, -0.03], [-0.02, 0.02, -0.03], [0.02, 0.02, 0.03], [-0.03, -0.06, -0.03], [0.06, 0.01, -0.04], [-0.11, 0.01, -0.07], [0.08, -0.06, -0.13], [0.05, 0.05, 0.05], [-0.13, 0.19, -0.20], [0.11, -0.03, 0.13], [0.03, -0.05, 0.01], [-0.02, 0.01, -0.01], [-0.03, -0.07, -0.04], [-0.04, 0.03, 0.10], [0.07, -0.11, 0.00], [0.05, -0.01, 0.08], [0.02, -0.04, 0.00], [-0.05, 0.07, 0.30], [0.09, -0.05, -0.07], [0.00, -0.01, -0.05], [0.00, 0.02, 0.02], [0.00, 0.07, -0.04], [-0.07, -0.04, 0.00], [0.08, 0.02, -0.11], [-0.16, 0.03, 0.01], [0.03, 0.04, -0.03], [-0.37, 0.08, -0.23], [0.11, -0.07, 0.03], [0.03, -0.02, 0.03], [-0.02, 0.01, 0.00], [-0.04, -0.01, 0.07], [0.06, 0.17, -0.07], [0.00, -0.08, 0.09], [0.07, -0.06, 0.00], [-0.04, 0.02, 0.11], [0.13, -0.28, -0.22], [-0.09, 0.06, 0.09], [0.00, 0.06, 0.00], [0.06, -0.05, -0.04], [0.09, 0.07, -0.01], [-0.10, -0.08, 0.09], [0.02, 0.15, 0.00], [-0.04, 0.08, 0.01], [0.01, -0.03, -0.03], [-0.22, 0.17, -0.18], [-0.02, -0.08, 0.03], [0.03, -0.03, 0.04], [-0.02, 0.01, -0.01], [-0.02, 0.02, 0.08], [0.07, 0.04, -0.04], [0.00, -0.09, 0.10], [0.02, -0.02, -0.02], [-0.03, -0.02, -0.06], [0.05, -0.26, 0.17], [0.03, 0.02, 0.10], [0.00, 0.05, -0.02], [0.01, -0.02, 0.02], [0.05, 0.05, 0.05], [-0.11, -0.01, 0.00], [0.07, 0.10, -0.05], [0.00, 0.03, -0.09], [-0.05, -0.01, 0.02], [0.40, 0.01, 0.13], [-0.12, 0.02, -0.05], [-0.05, -0.01, -0.02], [0.03, -0.01, 0.00], [0.00, -0.07, -0.05], [0.00, 0.11, -0.05], [-0.12, -0.09, -0.01], [-0.08, 0.03, -0.01], [-0.04, 0.09, -0.04], [0.30, -0.02, 0.11], [-0.08, 0.00, -0.04], [-0.05, -0.02, -0.01], [0.03, -0.01, 0.00], [-0.01, -0.11, 0.01], [0.01, 0.11, -0.04], [-0.11, -0.08, 0.00], [-0.07, 0.01, 0.01], [-0.04, 0.06, 0.05], [0.39, -0.03, -0.05], [0.05, -0.05, 0.13], [-0.05, -0.02, -0.01], [0.02, 0.00, -0.01], [0.00, -0.07, -0.05], [-0.01, 0.10, -0.04], [-0.12, -0.16, 0.02], [-0.08, 0.00, -0.04]], "energy_ev": -60964.64788, "lumo_energy_ev": 0.44, "max_force_ev_per_a": 3.8}